Formula: H10O9SZn
Source: the OMol25 dataset
Level of theory: the ωB97M-V functional and the def2-TZVPD basis

Properties
HOMO (eV): -5.99
LUMO energy (eV): -1.533
E_tot (a.u.): -2860.64615
Multiplicity: 1
Energy relative to the best compared isomer or geometry (same formula, charge and spin) (kcal per mole): 0.0
Kohn-Sham gap (hartree): 0.1636
Maximum force (eV/Å): 6.475

Geometry (Å):
Zn1 -0.4282 -0.0008 -0.1410
S1 2.7724 0.2865 0.4340
O1 3.0396 0.8735 -0.8883
O2 3.7260 -0.8200 0.6371
O3 2.8820 1.2470 1.4968
O4 1.4075 -0.2153 0.3871
O5 0.0572 -0.5718 -2.0355
H1 -0.0059 -0.3819 -2.9716
H2 0.8142 -1.1526 -1.9589
O6 -0.8519 0.0345 1.9841
H3 -0.2782 -0.3159 2.6656
H4 -1.6957 0.1553 2.4195
O7 -0.2311 1.9160 -0.4043
H5 -0.8599 2.4523 -0.8873
H6 0.3473 2.5489 0.0211
O8 -2.4764 0.1658 -0.6255
H7 -2.8774 0.8925 -1.1024
H8 -3.2161 -0.3681 -0.3356
O9 -0.7974 -1.9092 0.2633
H9 -0.9103 -2.1474 1.1835
H10 -0.4178 -2.6891 -0.1416


Formula: C3H3LiO2Tl
Source: the OMol25 dataset
Level of theory: the ωB97M-V functional and the def2-TZVPD basis

Properties
HOMO (eV): -25.47
LUMO energy (eV): -17.697
E_tot (a.u.): -445.22738
Multiplicity: 1
Net charge: +3
Kohn-Sham gap (hartree): 0.2858
Maximum force (eV/Å): 8.552

Geometry (Å):
O1 -2.1622 -0.7497 0.7718
C1 -1.9118 0.2787 0.1718
C2 -2.6317 0.7674 -1.0608
H1 -3.3057 1.5732 -0.7733
H2 -1.9344 1.1712 -1.7962
H3 -3.1495 -0.0430 -1.5694
O2 0.8952 1.5692 -1.1878
C3 1.2081 1.9399 -2.2113
Tl1 -0.0047 1.0645 0.6540
Li1 -1.2158 -2.1679 1.3693


Formula: C4H5NO
Source: the OMol25 dataset
Level of theory: the ωB97M-V functional and the def2-TZVPD basis

Properties
HOMO (eV): -10.01
LUMO energy (eV): 0.841
E_tot (a.u.): -285.35034
SMILES: C#CCNC=O
Multiplicity: 1
Energy relative to the best compared isomer or geometry (same formula, charge and spin) (kcal per mole): 40.3
Kohn-Sham gap (hartree): 0.3987
Maximum force (eV/Å): 0.625

Geometry (Å):
O1 -1.7960 1.9164 -0.1733
C1 -1.5938 1.1357 0.7374
N1 -0.4583 0.4101 0.8761
C2 0.5382 0.3581 -0.1822
C3 1.1540 -0.9708 -0.1393
C4 1.5765 -2.0797 0.0645
H1 -2.3230 0.9381 1.5443
H2 -0.3913 -0.2803 1.6082
H3 0.0384 0.5512 -1.1378
H4 1.2957 1.1417 -0.0542
H5 1.9370 -3.0670 0.2549


Formula: C31H27BNO2P2PbSbSe4
Source: the OMol25 dataset
Level of theory: the ωB97M-V functional and the def2-TZVPD basis

Properties
HOMO (alpha / beta) (eV): -7.42 / -7.42
LUMO energy (alpha / beta) (eV): -2.808 / -2.760
E_tot (a.u.): -12149.28138
Multiplicity: 1
Energy relative to the best compared isomer or geometry (same formula, charge and spin) (kcal per mole): 5.9
Kohn-Sham gap (alpha / beta) (hartree): 0.1695 / 0.1712
Maximum force (eV/Å): 0.932

Geometry (Å):
Pb1 -0.0263 -2.0576 1.8850
C1 -1.1323 0.5534 -2.3067
N1 -0.6872 -0.0019 -1.0156
P1 1.7459 -0.4772 0.5632
C2 2.8435 0.6632 1.4516
C3 2.5010 1.0898 2.7316
C4 3.2115 2.1094 3.3480
C5 4.2796 2.7053 2.6927
C6 4.6376 2.2746 1.4212
C7 3.9199 1.2623 0.7966
C8 2.7619 -1.3520 -0.6547
C9 2.2626 -1.5654 -1.9376
C10 2.9813 -2.3261 -2.8528
C11 4.2030 -2.8751 -2.4933
C12 4.7057 -2.6699 -1.2126
C13 3.9847 -1.9209 -0.2949
P2 -1.7322 -0.7867 0.0151
C14 -2.9093 0.4028 0.7116
C15 -3.7141 1.1803 -0.1225
C16 -4.5063 2.1857 0.4123
C17 -4.5101 2.4117 1.7842
C18 -3.7243 1.6300 2.6208
C19 -2.9201 0.6341 2.0824
C20 -2.7645 -1.8703 -1.0040
C21 -2.1796 -2.6239 -2.0241
C22 -2.9532 -3.4857 -2.7881
C23 -4.3140 -3.6177 -2.5304
C24 -4.8981 -2.8889 -1.5035
C25 -4.1272 -2.0182 -0.7421
H1 -0.2786 0.6144 -2.9801
H2 -1.5349 1.5660 -2.2026
H3 -1.8913 -0.0794 -2.7665
H4 1.6632 0.6317 3.2453
H5 2.9275 2.4414 4.3404
H6 4.8310 3.5077 3.1708
H7 5.4734 2.7350 0.9052
H8 4.1825 0.9545 -0.2079
H9 1.3058 -1.1368 -2.2150
H10 2.5786 -2.4988 -3.8444
H11 4.7635 -3.4677 -3.2064
H12 5.6538 -3.1083 -0.9230
H13 4.3705 -1.7786 0.7089
H14 -3.7281 0.9950 -1.1906
H15 -5.1199 2.7937 -0.2411
H16 -5.1211 3.2046 2.2002
H17 -3.7330 1.7997 3.6912
H18 -2.2872 0.0429 2.7356
H19 -1.1182 -2.5308 -2.2200
H20 -2.4920 -4.0561 -3.5867
H21 -4.9177 -4.2902 -3.1290
H22 -5.9574 -2.9926 -1.2955
H23 -4.5902 -1.4532 0.0572
O1 1.0476 1.8193 -1.1101
B1 0.3998 0.8053 -0.2885
O2 -0.0948 1.5118 0.9317
C26 0.2664 2.8221 0.7749
C27 0.0250 3.8707 1.6269
C28 0.4928 5.1389 1.2467
C29 1.1735 5.3170 0.0556
C30 1.4130 4.2349 -0.8062
C31 0.9446 3.0028 -0.4240
H24 -0.5106 3.7138 2.5574
H25 0.3162 5.9888 1.8955
H26 1.5200 6.3059 -0.2211
H27 1.9454 4.3569 -1.7443
Se1 0.8105 -6.1410 3.3614
Sb1 -0.1514 -5.9120 1.1770
Se2 0.5241 -3.8258 -0.0225
Se3 -2.6310 -5.7349 1.2413
Se4 0.5890 -7.7337 -0.3311


Formula: C2H8N2O2
Source: the OMol25 dataset
Level of theory: the ωB97M-V functional and the def2-TZVPD basis

Properties
HOMO (eV): -9.91
LUMO energy (eV): 0.836
E_tot (a.u.): -341.01165
SMILES: NCNC=O.O
Multiplicity: 1
Energy relative to the best compared isomer or geometry (same formula, charge and spin) (kcal per mole): 11.8
Kohn-Sham gap (hartree): 0.3950
Maximum force (eV/Å): 0.482

Geometry (Å):
O1 0.6381 0.2381 2.3758
C1 0.6467 0.9293 1.3849
N1 -0.0757 0.6875 0.2665
C2 -0.9987 -0.4197 0.1845
N2 -0.4154 -1.5180 -0.5997
H1 1.2473 1.8487 1.3306
H2 -0.0207 1.3414 -0.5067
H3 -1.2392 -0.7137 1.2025
H4 -1.9038 -0.0827 -0.3115
H5 -1.1297 -2.2095 -0.8113
H6 0.3398 -1.9474 -0.0771
H7 0.9361 0.2793 -3.2565
H8 0.1081 -0.3691 -2.0873
O2 0.2507 0.4482 -2.6011


Formula: C3H10N2O2
Source: the OMol25 dataset
Level of theory: the ωB97M-V functional and the def2-TZVPD basis

Properties
HOMO (eV): -8.67
LUMO energy (eV): 0.605
E_tot (a.u.): -380.29477
SMILES: NCCC(N)=O.O
Multiplicity: 1
Energy relative to the best compared isomer or geometry (same formula, charge and spin) (kcal per mole): 26.3
Kohn-Sham gap (hartree): 0.3410
Maximum force (eV/Å): 2.229

Geometry (Å):
C1 2.0656 0.0019 0.1947
C2 0.5789 0.2987 0.0105
C3 0.1120 0.0309 -1.4102
N1 -1.1905 -0.0144 -1.6884
O1 0.9537 -0.2645 -2.2552
N2 2.5289 -0.1174 1.5720
H1 2.5379 0.9203 -0.1455
H2 2.3966 -0.8363 -0.4080
H3 0.3311 1.2681 0.4504
H4 0.1570 -0.4761 0.6565
H5 -1.4617 -0.4740 -2.5357
H6 -1.9241 0.5225 -1.2667
H7 2.3805 -0.9397 2.1143
H8 3.3034 0.4440 1.8446
H9 -5.0156 -0.0661 0.7165
H10 -3.6813 -0.4105 1.4268
O2 -4.0724 0.1125 0.7235